Below is C10H12NO3PtSe2Te2 as an isolated structure, with properties calculated with ωB97M-V/def2-TZVPD.

Geometry (Å):
1 Pt 0.466 0.453 -0.056
2 Se -0.562 -1.651 0.447
3 Te 1.640 -2.998 0.126
4 Te 1.252 -4.453 2.352
5 Se 1.641 -2.509 3.872
6 C -5.195 1.549 4.019
7 C -4.009 0.725 3.607
8 C -4.082 -0.657 3.521
9 C -2.992 -1.438 3.153
10 C -3.151 -2.935 3.080
11 C -1.776 -0.801 2.867
12 C -0.608 -1.647 2.494
13 O 0.637 -1.268 2.942
14 C -1.692 0.596 2.912
15 C -0.452 1.341 2.546
16 C -2.801 1.337 3.285
17 H -6.047 0.921 4.270
18 H -5.494 2.223 3.215
19 H -4.955 2.164 4.888
20 H -5.019 -1.150 3.753
21 H -4.177 -3.216 3.305
22 H -2.507 -3.446 3.800
23 H -2.917 -3.326 2.086
24 H -0.814 -2.698 2.691
25 H 0.448 1.050 3.075
26 H -0.599 2.417 2.589
27 H -0.164 1.199 1.442
28 H -2.726 2.418 3.325
29 O 1.719 1.801 -1.080
30 N 2.206 0.905 -1.794
31 O 1.638 -0.216 -1.524

Cartesian forces, eV/Å:
Pt 0.221 -0.744 0.420
Se 0.080 0.061 0.037
Te 0.018 -0.114 0.121
Te 0.025 -0.172 -0.305
Se 0.010 0.249 0.030
C 0.011 -0.001 -0.006
C 0.002 0.022 0.019
C -0.028 -0.003 0.006
C 0.070 0.003 0.020
C -0.003 0.014 0.001
C -0.028 -0.014 0.164
C -0.091 -0.116 -0.199
O 0.019 0.026 0.229
C 0.001 0.103 -0.136
C 0.045 0.085 0.150
C -0.039 0.020 -0.030
H 0.003 0.001 -0.002
H 0.001 -0.003 0.004
H -0.001 -0.005 -0.001
H 0.010 0.008 -0.005
H 0.004 0.002 -0.001
H 0.000 -0.001 0.003
H -0.002 0.006 0.004
H -0.043 0.037 -0.012
H -0.007 -0.039 -0.004
H 0.036 0.011 -0.022
H -0.222 0.128 -0.285
H -0.007 -0.012 -0.009
O 0.171 -0.078 -0.084
N -0.056 0.130 0.010
O -0.200 0.395 -0.118

## Properties
HOMO-LUMO gap: 6.480 eV
ΔE to the lowest compared entry with this formula, charge and spin: 24.7 kJ/mol
Total charge: +1
DFT total energy: -166712.7068 eV

Below is a 6-piece molecular cluster, C60H75F5NO2S2 overall, with properties calculated with ωB97M-V/def2-TZVPD.

Geometry (Å):
1 C -1.940 -2.700 8.119
2 C -0.901 -2.268 8.609
3 C 0.424 -1.587 9.144
4 C 0.881 -0.550 8.027
5 C 1.551 -1.281 6.744
6 C 2.384 -0.180 6.005
7 O 1.436 0.892 5.684
8 C 0.549 0.482 4.636
9 C 1.231 -0.020 3.296
10 N 2.466 -0.884 3.492
11 S 1.644 -2.475 3.721
12 C 3.271 -1.123 2.241
13 C 2.590 -0.727 0.842
14 C 1.549 -1.817 0.286
15 C 0.054 -1.233 0.059
16 C -0.956 -2.454 0.256
17 C -2.216 -2.171 1.192
18 C -3.310 -3.314 0.836
19 C -3.504 -4.386 1.992
20 C -2.673 -5.733 1.769
21 O -2.881 -6.316 0.472
22 C -3.388 -7.655 0.546
23 C 3.264 -0.469 4.733
24 C 4.007 0.913 4.272
25 C 4.311 2.034 5.309
26 C 5.732 2.131 6.007
27 S 7.069 1.021 5.445
28 C 4.474 -1.511 4.971
29 C 4.667 -2.028 6.445
30 C 5.175 -1.206 7.600
31 C 5.343 -1.720 9.000
32 C 5.000 -3.141 9.353
33 C 4.533 -4.005 8.219
34 C 4.372 -3.482 6.804
35 C 3.877 -4.569 5.767
36 H -2.685 -2.959 7.318
37 H 0.153 -0.964 10.059
38 H 1.217 -2.357 9.379
39 H 1.651 0.168 8.456
40 H -0.006 0.085 7.704
41 H 2.123 -2.145 7.202
42 H 0.675 -1.738 6.205
43 H 3.073 0.233 6.816
44 H -0.036 1.421 4.348
45 H -0.265 -0.248 4.974
46 H 0.439 -0.620 2.737
47 H 1.468 0.928 2.713
48 H 2.594 -3.468 3.718
49 H 4.312 -0.699 2.197
50 H 3.455 -2.243 2.117
51 H 3.463 -0.771 0.102
52 H 2.224 0.336 0.776
53 H 1.883 -2.119 -0.764
54 H 1.552 -2.784 0.877
55 H -0.170 -0.319 0.682
56 H -0.006 -0.904 -1.028
57 H -1.371 -2.696 -0.780
58 H -0.476 -3.410 0.623
59 H -1.968 -2.355 2.295
60 H -2.659 -1.138 1.102
61 H -3.006 -3.877 -0.099
62 H -4.290 -2.797 0.611
63 H -4.601 -4.708 1.953
64 H -3.340 -3.993 3.040
65 H -3.043 -6.500 2.533
66 H -1.566 -5.588 2.024
67 H -3.839 -7.884 -0.477
68 H -2.582 -8.445 0.705
69 H -4.223 -7.799 1.298
70 H 3.420 1.422 3.427
71 H 4.977 0.687 3.709
72 H 4.223 3.031 4.749
73 H 3.555 2.196 6.149
74 H 6.132 3.199 5.936
75 H 5.593 1.984 7.133
76 H 8.298 1.475 5.888
77 H 4.387 -2.455 4.337
78 H 5.490 -1.098 4.669
79 H 5.458 -0.134 7.432
80 H 5.704 -1.066 9.853
81 H 5.102 -3.568 10.386
82 H 4.270 -5.085 8.452
83 H 2.769 -4.489 5.523
84 H 4.115 -5.624 6.120
85 H 4.449 -4.437 4.787
86 F -3.833 0.764 2.803
87 C -3.694 1.990 3.338
88 C -3.909 3.104 2.546
89 C -3.768 4.371 3.100
90 C -3.405 4.508 4.437
91 C -3.187 3.381 5.220
92 C -3.339 2.113 4.669
93 H -4.182 2.978 1.505
94 H -3.941 5.251 2.491
95 H -3.291 5.497 4.867
96 H -2.899 3.488 6.260
97 H -3.182 1.223 5.267
98 F 2.007 -0.886 -3.100
99 C 1.211 -1.287 -4.112
100 C 0.607 -0.337 -4.918
101 C -0.210 -0.751 -5.963
102 C -0.422 -2.108 -6.183
103 C 0.187 -3.052 -5.364
104 C 1.013 -2.640 -4.324
105 H 0.777 0.716 -4.726
106 H -0.682 -0.016 -6.606
107 H -1.061 -2.429 -6.995
108 H 0.018 -4.110 -5.534
109 H 1.503 -3.361 -3.681
110 F -1.098 -2.134 -9.148
111 C -0.134 -1.409 -9.745
112 C 1.194 -1.693 -9.475
113 C 2.190 -0.948 -10.094
114 C 1.845 0.080 -10.967
115 C 0.507 0.358 -11.226
116 C -0.489 -0.394 -10.615
117 H 1.442 -2.492 -8.786
118 H 3.233 -1.166 -9.896
119 H 2.623 0.664 -11.447
120 H 0.240 1.161 -11.903
121 H -1.532 -0.198 -10.811
122 F -2.301 1.534 -11.565
123 C -2.623 2.522 -10.709
124 C -3.951 2.723 -10.374
125 C -4.283 3.740 -9.487
126 C -3.285 4.550 -8.953
127 C -1.955 4.341 -9.302
128 C -1.621 3.317 -10.181
129 H -4.714 2.087 -10.806
130 H -5.319 3.901 -9.211
131 H -3.546 5.345 -8.265
132 H -1.179 4.975 -8.889
133 H -0.589 3.134 -10.457
134 F -3.427 7.271 -8.053
135 C -4.426 8.111 -8.382
136 C -5.730 7.770 -8.068
137 C -6.761 8.640 -8.403
138 C -6.476 9.834 -9.057
139 C -5.162 10.162 -9.371
140 C -4.129 9.298 -9.027
141 H -5.933 6.832 -7.565
142 H -7.785 8.387 -8.155
143 H -7.281 10.510 -9.322
144 H -4.941 11.091 -9.885
145 H -3.099 9.541 -9.256

Cartesian forces, eV/Å:
C 1.322 0.706 -0.994
C 0.237 0.136 0.064
C -1.796 0.321 -0.767
C 0.523 -0.010 -0.340
C -1.162 -0.201 1.923
C -0.770 -0.211 0.433
O 0.556 -1.128 -1.084
C -1.193 0.465 -0.182
C -1.290 1.766 -0.046
N -0.479 -1.507 0.437
S -1.092 -1.011 0.610
C 1.344 -0.584 -3.317
C 0.766 -0.992 -0.573
C -0.335 0.971 -1.014
C 0.793 -1.439 -0.239
C -1.110 0.866 -0.428
C -0.128 -1.602 -0.072
C 0.182 0.481 0.503
C -0.925 -0.905 -0.896
C -0.189 -0.129 1.543
O -0.128 -0.102 1.101
C -0.477 -0.953 -1.209
C 2.790 1.248 0.143
C -0.161 0.461 -1.364
C 0.099 1.859 0.213
C 0.463 1.516 2.044
S 0.251 -0.653 -0.662
C 0.615 -1.113 0.882
C 0.219 -2.117 3.425
C -0.501 -1.858 0.485
C -1.086 -2.023 -1.267
C -0.336 1.160 -3.822
C 0.479 2.545 -0.182
C 0.436 0.645 1.816
C 0.620 0.424 -0.300
H 0.959 0.225 1.783
H 0.403 -1.127 -1.014
H -0.939 0.894 -0.224
H -0.889 -0.904 -0.301
H 1.097 -0.877 0.464
H -0.176 1.097 -0.971
H 1.200 0.564 0.152
H -0.738 -0.455 -1.402
H 0.835 -1.230 0.315
H 1.339 0.682 -0.172
H 1.276 0.830 0.487
H 0.127 -1.601 0.608
H 0.115 1.137 -0.060
H -1.290 0.164 0.915
H -0.254 1.606 0.477
H -0.961 0.201 1.203
H 0.192 -1.178 0.240
H -0.235 0.402 1.458
H -0.074 1.382 -0.393
H 0.150 -1.106 -0.384
H 0.076 -0.235 1.441
H 0.525 0.239 1.376
H -0.257 1.168 -0.375
H -0.024 0.563 -1.376
H 0.618 -1.063 -0.119
H -0.379 0.716 1.053
H 0.988 -0.698 0.317
H 1.381 0.370 0.133
H 0.051 -0.308 -1.199
H 0.488 1.146 -0.733
H -1.229 -0.089 -0.759
H 0.603 0.369 1.307
H -0.795 1.119 0.088
H 1.016 0.381 -0.632
H 0.379 -0.762 1.384
H -1.223 0.011 1.074
H 0.103 -1.545 0.488
H 0.804 -0.716 -1.296
H -0.725 -1.414 -0.097
H 0.169 0.034 -1.491
H -1.304 0.361 0.035
H -0.211 1.342 0.767
H -1.499 -0.063 0.289
H -0.311 -1.246 0.092
H -0.451 -0.657 -1.503
H -0.086 0.661 -1.256
H 0.390 1.524 -0.540
H 1.289 -0.137 0.574
H -0.424 1.488 -0.312
H -0.699 -0.250 1.139
F 0.015 -0.167 -0.056
C 0.055 0.664 0.220
C -0.051 -0.043 -0.237
C 0.086 -0.174 0.229
C 0.016 0.091 0.003
C -0.039 0.082 -0.225
C 0.115 -0.253 0.125
H -0.017 -0.031 0.057
H 0.009 -0.095 0.020
H -0.021 -0.090 -0.031
H -0.055 -0.040 -0.071
H -0.044 0.009 -0.030
F 0.160 0.078 0.257
C -0.523 -0.265 -0.675
C 0.078 0.241 0.091
C 0.071 -0.252 0.124
C -0.095 -0.060 0.022
C -0.006 0.284 -0.013
C 0.144 -0.112 0.218
H 0.030 -0.049 0.000
H 0.049 -0.037 0.058
H 0.077 0.035 0.135
H 0.040 0.078 0.032
H -0.003 0.043 -0.008
F -0.175 -0.095 -0.099
C 0.671 0.458 -0.398
C 0.018 -0.226 0.190
C -0.226 0.146 -0.102
C 0.068 0.027 -0.004
C 0.198 -0.165 0.153
C -0.210 -0.186 0.124
H -0.038 0.023 -0.027
H -0.093 -0.008 0.014
H -0.066 -0.053 0.032
H -0.036 -0.113 0.032
H 0.108 -0.134 0.065
F -0.194 0.197 -0.278
C -0.208 0.606 0.503
C -0.175 -0.191 -0.121
C 0.366 0.000 -0.041
C -0.153 -0.067 0.161
C -0.249 -0.135 -0.060
C 0.235 -0.073 -0.107
H 0.064 0.001 -0.003
H 0.064 -0.036 -0.058
H 0.084 -0.409 -0.205
H -0.043 -0.064 -0.042
H -0.052 -0.014 -0.011
F 0.150 0.401 0.180
C -0.584 0.522 -0.196
C 0.012 -0.231 0.115
C 0.213 0.148 -0.115
C -0.079 0.029 -0.004
C -0.136 -0.189 0.121
C 0.253 0.011 -0.046
H 0.035 0.040 -0.001
H 0.093 -0.017 -0.017
H 0.075 -0.057 0.021
H 0.017 -0.081 0.054
H -0.035 -0.051 0.010

## Properties
HOMO-LUMO gap: 7.331 eV
Total charge: +1
DFT total energy: -104262.8960 eV